62
Properties=species:S:1:pos:R:3:lowdin_charge:R:1 method="wB97M-V/def2-TZVPD" charge=+1 gap_ev="7.61 / 7.86" homo_energy_ev="-10.84 / -11.14" fmax_ev_per_a=0.67 spin_multiplicity=5 total_energy_ha=-3157.97625
Cr 2.18 0.00 -1.52 0.58
C 1.29 4.11 -2.41 -0.01
C 0.94 3.49 -1.09 -0.27
N -0.07 3.99 -0.40 0.14
C -0.39 3.48 0.80 -0.08
C 0.30 2.45 1.38 -0.14
C -0.12 1.88 2.72 -0.21
O -0.96 2.73 3.47 -0.04
C 1.35 1.87 0.65 -0.09
C 2.16 0.78 1.21 -0.02
N 2.57 -0.18 0.48 0.00
C 3.43 -1.20 0.98 -0.29
C 3.35 -1.64 2.29 -0.02
C 4.17 -2.65 2.77 -0.05
C 5.09 -3.25 1.92 -0.06
C 5.18 -2.83 0.60 -0.14
C 4.36 -1.81 0.14 -0.57
I 4.66 -1.22 -1.86 1.18
C 1.67 2.37 -0.63 -0.30
O 2.64 1.84 -1.40 -0.21
H 0.51 4.80 -2.71 0.08
H 1.44 3.35 -3.19 0.07
H 2.24 4.65 -2.33 0.09
H -1.24 3.92 1.30 0.12
H 0.76 1.59 3.31 0.12
H -0.69 0.97 2.57 0.12
H -0.49 3.55 3.67 0.10
H 2.43 0.81 2.26 0.14
H 2.62 -1.18 2.95 0.11
H 4.09 -2.97 3.80 0.12
H 5.73 -4.04 2.28 0.12
H 5.90 -3.29 -0.06 0.10
O 0.99 -1.65 -1.74 -0.63
S -0.45 -1.58 -2.30 1.06
C -1.05 0.06 -1.88 -0.28
C -2.46 0.29 -2.34 -0.28
C -3.40 0.78 -1.43 -0.05
C -4.70 1.02 -1.83 -0.06
C -5.09 0.75 -3.13 -0.06
C -4.16 0.27 -4.05 -0.06
C -2.85 0.05 -3.66 -0.05
C -1.45 -2.62 -1.21 -0.25
C -1.44 -2.26 0.25 -0.27
C -0.36 -2.59 1.06 -0.03
C -0.41 -2.34 2.43 -0.07
C -1.53 -1.72 2.99 -0.08
C -2.60 -1.38 2.18 -0.06
C -2.56 -1.66 0.82 -0.04
H -0.35 0.74 -2.39 0.10
H -0.93 0.18 -0.80 0.10
H -3.09 1.00 -0.41 0.11
H -5.42 1.41 -1.12 0.11
H -6.11 0.93 -3.44 0.11
H -4.46 0.08 -5.07 0.11
H -2.13 -0.31 -4.38 0.11
H -1.05 -3.62 -1.40 0.11
H -2.45 -2.56 -1.65 0.11
H 0.51 -3.09 0.64 0.12
H 0.40 -2.65 3.06 0.10
H -1.57 -1.54 4.05 0.11
H -3.49 -0.92 2.61 0.12
H -3.42 -1.43 0.19 0.11